Record 1
This record from the Open Molecules 2025 dataset describes a 2-piece molecular cluster, CH4N2O2 overall. The level of theory is ωB97M-V/def2-TZVPD.

Values from the calculation:
LUMO energy in Eh: 0.0308
SMILES: N#[N+][O-].CO
Spin multiplicity: 1
Orbital gap in eV: 11.39

The geometry in XYZ format:
```
9
Properties=species:S:1:pos:R:3:forces:R:3
N -1.113 -0.782 3.379 2.1 -0.6 1.0
N -2.006 -0.734 2.742 -0.7 0.7 0.7
O -3.018 -0.570 2.191 -1.6 -0.2 -1.4
C 0.314 -0.016 -0.366 -1.5 -0.3 -3.9
O -0.706 -0.248 0.549 -0.2 0.0 -0.7
H 1.046 0.476 0.081 3.4 2.0 2.2
H 0.119 0.606 -1.314 -0.8 -0.3 1.4
H 0.711 -0.895 -0.850 0.2 -0.8 0.4
H -1.205 -0.904 0.075 -1.1 -0.4 0.3
```
Positions in Å, forces in eV/Å.

Record 2
This record from the Open Molecules 2025 dataset describes a 10-piece molecular cluster, C30H60O10 overall. The level of theory is ωB97M-V/def2-TZVPD.

Values from the calculation:
LUMO energy in Eh: 0.0122
SMILES: CC(C)=O.CC(C)=O.CC(C)=O.CC(C)=O.CC(C)=O.CC(C)=O.CC(C)=O.CC(C)=O.CC(C)=O.CC(C)=O
Spin multiplicity: 1
Orbital gap in eV: 9.35

The geometry in XYZ format:
```
100
Properties=species:S:1:pos:R:3:forces:R:3
C 2.505 3.966 -3.816 -0.5 -0.1 -0.5
C 3.408 4.127 -2.623 0.0 0.9 0.4
C 4.595 5.074 -2.724 -0.5 -0.5 -0.2
O 3.089 3.700 -1.538 -0.1 -0.5 0.0
H 2.910 3.325 -4.601 0.2 0.0 0.1
H 2.268 4.919 -4.296 0.4 0.1 0.1
H 1.542 3.561 -3.507 0.2 -0.3 0.2
H 4.977 5.204 -1.717 0.1 0.2 0.0
H 4.181 5.991 -3.147 0.3 0.2 0.1
H 5.384 4.711 -3.382 -0.1 0.0 -0.1
C -1.599 -3.367 -2.000 -0.4 -0.8 -0.6
C -2.494 -2.800 -3.087 0.1 0.1 -0.5
C -2.103 -1.492 -3.747 0.0 -0.1 0.5
O -3.499 -3.369 -3.447 0.0 -0.2 0.2
H -1.928 -4.385 -1.782 -0.3 0.2 0.2
H -1.635 -2.758 -1.103 0.3 0.1 0.0
H -0.594 -3.511 -2.392 0.2 0.6 0.1
H -2.569 -0.708 -3.144 0.1 0.1 -0.1
H -2.497 -1.443 -4.758 0.0 -0.1 0.0
H -1.028 -1.327 -3.720 0.0 0.0 0.0
C -3.495 -5.278 2.578 -0.1 -0.4 -0.3
C -2.131 -4.671 2.367 -0.4 0.5 0.1
C -1.000 -5.088 3.259 0.3 -0.1 0.5
O -1.999 -3.828 1.511 0.4 0.1 -0.2
H -3.859 -5.202 3.602 0.2 0.0 0.1
H -3.476 -6.337 2.302 0.1 0.0 0.2
H -4.192 -4.796 1.897 0.0 0.1 0.1
H -0.082 -4.527 3.102 -0.1 0.0 -0.4
H -0.792 -6.155 3.146 0.0 0.0 0.0
H -1.253 -4.926 4.311 -0.3 -0.1 0.0
C -1.694 6.743 0.117 -0.4 -1.0 -0.3
C -0.873 5.472 0.298 0.2 0.4 0.6
C 0.517 5.467 -0.250 0.8 0.2 -0.5
O -1.260 4.519 0.940 -0.3 0.3 -0.3
H -1.493 7.169 -0.866 0.0 0.2 0.1
H -1.468 7.474 0.890 0.1 0.0 0.0
H -2.741 6.443 0.180 0.0 0.3 0.1
H 0.880 6.412 -0.660 -0.3 0.2 0.3
H 0.629 4.779 -1.089 -0.1 -0.3 0.3
H 1.190 5.152 0.547 0.1 -0.1 -0.1
C -1.214 3.293 -2.275 0.1 0.1 -0.5
C -1.853 2.304 -3.233 -1.1 0.5 0.0
C -1.119 2.027 -4.528 0.4 0.2 0.0
O -2.959 1.873 -3.005 0.2 -0.3 -0.1
H -0.592 3.979 -2.852 0.4 -0.2 0.2
H -0.664 2.723 -1.528 0.3 0.2 -0.1
H -1.928 3.935 -1.765 -0.4 -0.5 0.0
H -0.608 2.952 -4.803 0.2 -0.1 -0.2
H -1.746 1.724 -5.363 -0.4 0.0 0.3
H -0.367 1.244 -4.406 0.1 0.1 0.2
C -0.496 -0.924 0.891 -0.3 0.7 -0.3
C -0.111 0.015 -0.231 -0.9 -0.2 0.2
C 0.648 1.226 0.209 1.3 0.6 -0.1
O -0.542 -0.147 -1.357 0.5 0.2 -0.1
H 0.297 -1.654 1.038 -0.1 -0.1 0.1
H -1.449 -1.403 0.683 0.1 -0.2 -0.1
H -0.626 -0.305 1.780 0.2 -0.3 0.3
H 1.324 1.683 -0.521 -0.5 -0.1 -0.5
H 1.345 1.031 1.029 -0.4 -0.3 0.3
H -0.056 1.997 0.535 -0.1 -0.1 0.1
C 2.416 0.414 -3.131 0.3 0.3 0.3
C 2.652 -0.803 -2.279 0.1 -0.8 0.2
C 1.878 -2.061 -2.596 -0.6 0.5 -0.2
O 3.472 -0.812 -1.392 0.1 0.4 0.2
H 2.730 0.265 -4.165 0.0 -0.2 0.0
H 3.020 1.205 -2.685 -0.1 0.1 -0.1
H 1.364 0.697 -3.121 0.0 -0.1 0.0
H 0.838 -1.794 -2.783 0.0 0.0 -0.4
H 1.843 -2.771 -1.775 0.5 0.0 0.1
H 2.333 -2.498 -3.487 -0.2 -0.2 0.0
C 0.537 -5.077 -0.150 0.8 0.0 -0.1
C 1.559 -5.607 0.832 0.0 0.0 -1.1
C 1.832 -7.075 0.726 -0.2 -0.7 1.0
O 2.188 -4.900 1.578 -0.1 0.3 0.4
H 1.123 -4.781 -1.027 0.1 0.1 0.0
H 0.041 -4.189 0.227 -0.3 -0.2 0.0
H -0.090 -5.885 -0.522 -0.5 0.2 0.3
H 0.953 -7.603 1.120 0.0 0.1 0.0
H 2.662 -7.313 1.390 0.1 -0.1 -0.3
H 1.954 -7.481 -0.276 0.2 0.3 -0.1
C -2.229 4.517 4.217 -0.1 0.2 -0.1
C -2.387 3.026 4.459 0.3 0.6 0.5
C -1.998 2.103 3.346 -0.2 -0.6 -0.5
O -2.812 2.643 5.525 0.0 -0.3 -0.2
H -1.175 4.802 4.180 0.0 -0.2 -0.2
H -2.683 5.088 5.024 -0.1 -0.2 0.1
H -2.689 4.811 3.271 0.1 -0.1 -0.1
H -0.985 2.239 2.966 0.0 0.4 0.2
H -2.671 2.292 2.503 0.1 0.0 0.0
H -2.088 1.055 3.628 -0.1 0.1 0.2
C 1.741 -1.842 3.412 0.1 0.7 0.7
C 0.865 -1.602 4.620 -0.4 -0.9 -0.2
C 1.060 -2.467 5.858 0.1 0.6 0.4
O -0.044 -0.811 4.568 -0.1 0.4 0.1
H 2.787 -1.778 3.718 0.1 -0.4 -0.2
H 1.539 -1.032 2.721 0.0 -0.1 -0.2
H 1.510 -2.806 2.962 0.2 -0.1 0.0
H 0.323 -2.154 6.597 -0.1 -0.2 -0.1
H 2.039 -2.285 6.309 0.1 -0.1 -0.2
H 0.983 -3.538 5.676 0.0 0.0 -0.3
```
Positions in Å, forces in eV/Å.

Record 3
This record from the Open Molecules 2025 dataset describes C16H18LuN2O5 as an isolated structure. The level of theory is ωB97M-V/def2-TZVPD.

Values from the calculation:
LUMO energy (alpha / beta) in Eh: -0.4271 / -0.4612
Net charge: +3
Spin multiplicity: 1
Orbital gap (alpha / beta) in eV: 7.65 / 4.50

The geometry in XYZ format:
```
42
Properties=species:S:1:pos:R:3:forces:R:3
Lu 0.420 0.086 -4.491 -1.3 0.6 1.4
O 0.380 3.403 -3.233 0.1 -4.3 -2.5
C 0.407 2.384 -3.782 0.0 5.1 2.5
C 0.373 -1.998 -3.378 0.2 -5.4 3.2
O 0.369 -2.935 -2.698 -0.1 4.1 -2.9
C 2.693 -0.162 -3.912 6.2 -1.0 2.8
O 3.728 -0.331 -3.418 -4.8 0.8 -2.5
C -1.789 0.158 -3.441 -3.8 0.1 2.6
O -2.731 0.171 -2.791 3.1 0.0 -2.2
C 0.598 0.815 -6.658 0.3 -0.8 -1.4
H -0.278 1.444 -6.857 -0.1 -0.2 0.2
H 1.537 1.354 -6.828 -0.1 -0.3 0.1
C 0.528 -0.598 -6.694 0.4 0.8 -1.5
H 1.409 -1.199 -6.944 0.0 0.3 0.3
H -0.399 -1.112 -6.974 -0.1 0.2 0.4
C -2.879 -1.582 4.265 -0.8 0.2 -0.5
C -1.367 -1.489 4.356 1.6 -0.5 0.4
N -0.714 -0.525 3.424 -2.2 -0.1 1.6
C -0.633 0.843 3.952 0.6 0.4 -0.6
C 0.334 0.959 5.128 0.5 -0.1 0.5
C -0.746 -0.850 2.062 0.6 -1.1 -3.1
O -1.419 -1.792 1.651 0.9 1.5 1.2
C 0.155 -0.109 1.055 0.0 -0.3 -1.1
C 1.323 0.575 1.418 -0.1 -0.1 0.6
C 2.146 1.190 0.475 -0.3 -0.1 -0.8
C 1.776 1.038 -0.878 0.6 0.4 1.5
N 0.733 0.312 -1.257 -0.9 -0.6 -1.0
C -0.073 -0.269 -0.359 0.3 0.4 1.6
H -3.331 -0.588 4.316 -0.1 -0.1 0.1
H -3.266 -2.188 5.097 0.3 0.2 -0.2
H -3.145 -2.063 3.323 -0.1 0.1 0.2
H -1.070 -1.172 5.365 -0.1 0.0 -0.4
H -0.932 -2.485 4.165 -0.1 0.4 -0.1
H -0.325 1.520 3.155 -0.2 -0.1 0.0
H -1.634 1.149 4.287 -0.1 -0.3 -0.1
H 1.295 0.478 4.899 -0.2 0.1 0.1
H 0.534 2.016 5.335 -0.2 -0.2 -0.2
H -0.072 0.526 6.049 0.1 0.1 -0.3
H 1.592 0.591 2.481 0.1 0.2 -0.5
H 3.031 1.778 0.756 -0.5 -0.4 -0.1
H 2.342 1.521 -1.669 0.1 0.0 0.2
H -0.899 -0.866 -0.750 0.2 0.2 0.3
```
Positions in Å, forces in eV/Å.

Record 4
This record from the Open Molecules 2025 dataset describes C30H17Br4F2MoN5O2S as an isolated structure. The level of theory is ωB97M-V/def2-TZVPD.

Values from the calculation:
LUMO energy (alpha / beta) in Eh: -0.0323 / -0.0323
Spin multiplicity: 1
Orbital gap (alpha / beta) in eV: 6.30 / 6.30

The geometry in XYZ format:
```
62
Properties=species:S:1:pos:R:3:forces:R:3
Mo -0.601 0.307 0.155 0.1 0.2 1.5
N -2.695 -1.126 3.872 0.0 0.0 0.0
C -1.919 -0.885 2.793 0.1 -0.1 0.2
S -2.437 0.388 1.726 0.0 -0.1 -0.5
N -0.882 -1.656 2.627 0.0 0.2 -0.1
N -0.161 -1.354 1.507 -0.1 0.0 -0.2
C 0.984 -1.933 1.401 0.1 -0.1 -0.1
C 1.532 -2.867 2.415 0.0 0.0 0.0
C 1.061 -4.172 2.513 0.0 0.0 0.0
C 1.613 -5.034 3.447 0.0 0.0 0.0
C 2.628 -4.594 4.286 0.0 0.0 0.0
C 3.094 -3.291 4.190 0.0 0.0 0.0
C 2.550 -2.426 3.251 0.0 0.0 0.0
C 1.786 -1.613 0.208 -0.1 0.0 0.1
C 2.984 -2.249 -0.080 0.0 0.0 0.0
C 3.657 -1.904 -1.242 0.0 0.0 0.0
C 3.117 -0.948 -2.083 0.0 0.1 0.0
C 1.914 -0.356 -1.732 0.0 0.0 0.0
N 1.274 -0.681 -0.613 -0.3 -0.1 -0.1
H -3.411 -0.472 4.125 0.0 0.0 0.0
H -2.364 -1.784 4.557 0.0 0.0 0.0
H 0.258 -4.503 1.866 0.0 0.0 0.0
H 1.248 -6.050 3.523 0.0 0.0 0.0
H 3.056 -5.269 5.016 0.0 0.0 0.0
H 3.881 -2.944 4.847 0.0 0.0 0.0
H 2.903 -1.404 3.172 0.0 0.0 0.0
H 3.372 -2.994 0.600 0.0 0.0 0.0
H 4.598 -2.380 -1.485 0.0 0.0 0.0
H 3.615 -0.649 -2.994 0.0 0.0 0.0
H 1.448 0.414 -2.334 0.0 0.0 0.0
F -1.301 -4.666 -2.160 0.0 0.0 0.0
C -1.733 -3.392 -2.068 0.1 0.0 0.0
C -1.052 -2.515 -1.256 -0.1 -0.1 -0.1
C -1.471 -1.188 -1.138 0.2 0.0 0.0
C -2.609 -0.792 -1.879 -0.1 0.1 0.0
C -3.264 -1.730 -2.676 0.0 -0.1 0.0
F -4.361 -1.377 -3.382 0.0 0.0 0.0
C -2.852 -3.035 -2.796 0.0 0.1 0.0
C -2.997 0.609 -1.748 0.0 -0.1 0.0
C -4.046 1.261 -2.401 0.0 0.1 0.0
C -4.250 2.607 -2.183 -0.1 -0.1 -0.1
C -3.412 3.299 -1.318 0.1 0.0 0.0
C -2.399 2.605 -0.702 -0.1 0.0 0.0
N -2.197 1.295 -0.907 0.0 0.0 -0.3
H -0.198 -2.902 -0.716 0.0 0.0 0.0
H -3.378 -3.738 -3.424 0.0 0.0 0.0
H -4.682 0.710 -3.072 0.0 0.0 0.0
H -5.059 3.118 -2.688 0.0 0.0 0.0
H -3.535 4.355 -1.124 0.0 0.0 0.0
H -1.712 3.088 -0.021 0.0 0.0 0.0
Br 5.215 3.836 1.910 0.0 0.0 0.0
C 3.665 3.244 1.015 0.0 -0.1 0.1
C 3.367 3.706 -0.264 -0.1 0.0 -0.1
Br 4.500 4.935 -1.134 0.0 0.0 0.0
C 2.218 3.248 -0.918 0.1 0.1 0.0
Br 1.756 3.770 -2.670 0.0 0.0 0.0
C 1.376 2.347 -0.289 -0.2 0.0 0.1
O 0.292 1.819 -0.851 0.3 0.0 0.2
C 1.665 1.886 1.007 0.2 0.1 -0.1
O 0.804 1.022 1.507 -0.2 -0.1 -0.6
C 2.817 2.327 1.645 0.0 0.0 0.0
Br 3.159 1.626 3.361 0.0 0.0 0.0
```
Positions in Å, forces in eV/Å.